The following is a quantum chemistry calculation of a cluster of 2 separate species, C19H22F3NO6S4 in total, from the Open Molecules 2025 dataset.

The geometry in XYZ format:
```
55
C19H22F3NO6S4 (the ωB97M-V functional and the def2-TZVPD basis)
C -5.0840 2.5262 -5.3815
C -4.1048 2.6451 -4.2277
O -2.7996 2.3485 -4.7435
C -1.7335 2.4074 -3.8916
C -0.5717 2.0568 -4.6956
S 0.8262 3.0012 -4.4747
C 1.6976 1.9594 -3.3046
C 1.6437 2.5672 -6.0347
O -1.7985 2.7109 -2.7037
H -6.1159 2.6123 -5.0260
H -4.9179 3.3005 -6.1362
H -5.0014 1.5441 -5.8587
H -4.0926 3.6699 -3.8307
H -4.3167 1.9302 -3.4264
H -0.8200 1.7605 -5.7162
H 1.0154 1.8788 -2.4501
H 1.8467 0.9851 -3.7823
H 2.6534 2.4212 -3.0445
H 1.2912 3.3030 -6.7634
H 2.7205 2.6305 -5.8713
H 1.3523 1.5605 -6.3383
F -1.7245 -1.8572 0.0099
C -1.1976 -1.7642 1.2687
F -2.1509 -2.0904 2.1714
F -0.1635 -2.6298 1.3812
S -0.6321 -0.0222 1.4294
N 0.2463 -0.1340 2.9001
S -0.6343 -0.1341 4.5154
C -0.3826 -1.7584 5.2718
C -1.5135 -2.4358 5.7421
C -1.3773 -3.6275 6.4647
C -0.1049 -4.1561 6.6901
C 1.0231 -3.4996 6.1934
C 0.8880 -2.2970 5.4811
O 0.0918 0.8338 5.2924
O -2.0383 0.0243 4.2540
S 1.8349 0.5313 2.7861
C 2.3941 -0.1882 1.2545
C 3.1572 -1.3632 1.2542
C 3.4443 -1.9887 0.0359
C 3.0144 -1.4397 -1.1680
C 2.3590 -0.2137 -1.1490
C 2.1105 0.4534 0.0433
O 1.7024 1.9616 2.6171
O 2.6007 -0.0586 3.8585
H -2.4981 -2.0370 5.5081
H -2.2670 -4.1418 6.8378
H 0.0052 -5.0866 7.2459
H 2.0139 -3.9213 6.3632
H 1.7564 -1.7930 5.0669
H 3.4703 -1.7871 2.2078
H 3.9963 -2.9299 0.0195
H 3.1990 -1.9387 -2.1180
H 2.0230 0.2199 -2.0728
H 1.6632 1.4499 0.0452
```

Summary:
**HOMO-LUMO gap**: 7.4 eV
**Spin multiplicity**: 1
**HOMO energy**: -7.578 eV
**LUMO level**: -0.18 eV

---

The following is a quantum chemistry calculation of an isolated molecule of C19H22FN3O3, from the Open Molecules 2025 dataset.

The geometry in XYZ format:
```
48
C19H22FN3O3 (the ωB97M-V functional and the def2-TZVPD basis)
C 4.4852 -0.7591 -5.5720
H 3.4919 -0.8709 -5.9966
H 4.7316 0.2986 -5.5686
H 5.2002 -1.2882 -6.1972
C 4.5155 -1.3102 -4.1529
C 3.5535 -0.6181 -3.2537
N 2.7703 0.3449 -3.6568
O 2.0310 0.7475 -2.5938
C 2.3657 0.0116 -1.5167
C 3.3322 -0.8801 -1.8720
H 3.8135 -1.6113 -1.2586
C 1.6655 0.2964 -0.2292
N 0.2464 0.4861 -0.4366
C -0.6654 -0.3927 0.0265
O -0.3596 -1.3618 0.6912
C -2.1194 -0.1062 -0.3690
H -2.2777 -0.6754 -1.2928
C -2.4472 1.3738 -0.6140
C -3.8694 1.6882 -0.1386
C -3.8927 1.4743 1.3622
O -4.2418 2.3178 2.1639
N -3.4142 0.2602 1.7152
C -3.0614 -0.7000 0.6989
H -2.5530 -1.5425 1.1724
H -3.9744 -1.0704 0.2174
C -3.1106 -0.0353 3.1014
C -1.6186 -0.0954 3.3016
C -0.9901 -1.2385 3.7721
C 0.3891 -1.2934 3.8765
C 1.1636 -0.2124 3.4985
C 0.5230 0.9206 3.0331
C -0.8498 1.0030 2.9365
H -1.3160 1.9075 2.5768
F 1.2704 1.9805 2.6389
H 2.2404 -0.2386 3.5532
H 0.8659 -2.1914 4.2378
H -1.5822 -2.0974 4.0510
H -3.5796 -0.9800 3.3914
H -3.5466 0.7789 3.6887
H -4.1291 2.7259 -0.3463
H -4.5957 1.0411 -0.6325
H -2.3479 1.6222 -1.6723
H -1.7651 2.0128 -0.0481
H -0.0161 1.2104 -1.0850
H 1.7863 -0.5476 0.4538
H 2.0882 1.1987 0.2297
H 4.2759 -2.3777 -4.1568
H 5.5185 -1.2063 -3.7286
```

Summary:
**SMILES**: CCc1cc(CNC(=O)[C@@H]2CCC(=O)N(Cc3cccc(F)c3)C2)on1
**HOMO-LUMO gap**: 9.8 eV
**Energy above the lowest of the compared OMol25 structures with the same formula, charge and spin**: 26.6 kcal/mol
**Spin multiplicity**: 1
**HOMO energy**: -9.132 eV
**LUMO level**: 0.64 eV

---

The following is a quantum chemistry calculation of an isolated molecule of C19H22FN3O3S2, from the Open Molecules 2025 dataset.

The geometry in XYZ format:
```
50
C19H22FN3O3S2 (the ωB97M-V functional and the def2-TZVPD basis)
C -7.6730 -0.6019 0.2211
C -6.2463 -0.4669 -0.2868
O -5.5101 0.2463 0.6882
C -4.1980 0.5083 0.4653
C -3.4785 0.1141 -0.6579
C -2.1382 0.4384 -0.7777
C -1.4862 1.1474 0.2233
C -2.2117 1.5568 1.3417
C -3.5455 1.2414 1.4606
H -4.1144 1.5544 2.3211
H -1.7193 2.1282 2.1140
N -0.1295 1.5102 0.1345
C 0.8120 1.0246 -0.7346
N 0.9303 -0.3069 -0.9205
C 1.8895 -0.8072 -1.8922
H 2.7049 -0.0816 -1.9592
C 2.4257 -2.1822 -1.4745
N 2.5853 -2.2794 -0.0500
S 4.0336 -1.7960 0.6184
O 5.0584 -2.3410 -0.2196
O 3.9700 -2.1681 1.9996
C 4.1430 -0.0034 0.5426
C 4.8837 0.5790 -0.4689
C 5.0389 1.9532 -0.5010
C 4.4374 2.7095 0.4917
C 3.6935 2.1351 1.5096
C 3.5514 0.7590 1.5323
H 3.0109 0.2713 2.3276
H 3.2462 2.7616 2.2650
F 4.5977 4.0412 0.4834
H 5.6068 2.4408 -1.2765
H 5.3460 -0.0564 -1.2077
C 1.3800 -2.0784 0.7198
H 0.9720 -3.0520 1.0189
C 0.3163 -1.3130 -0.0853
H -0.3897 -0.8568 0.6046
H -0.2326 -2.0102 -0.7283
H 1.6529 -1.5394 1.6273
H 1.7513 -2.9807 -1.8011
H 3.4069 -2.3571 -1.9150
H 1.4138 -0.8713 -2.8791
S 1.8092 2.1183 -1.4825
H 0.0521 2.4776 0.3750
H -1.6006 0.1509 -1.6684
H -3.9508 -0.4344 -1.4571
H -6.2330 0.0773 -1.2414
H -5.8029 -1.4606 -0.4416
H -7.6803 -1.1336 1.1685
H -8.2724 -1.1488 -0.5008
H -8.1066 0.3824 0.3737
```

Summary:
**SMILES**: CCOc1ccc(NC(=S)N2CCN(S(=O)(=O)c3ccc(F)cc3)CC2)cc1
**HOMO-LUMO gap**: 8.4 eV
**Energy above the lowest of the compared OMol25 structures with the same formula, charge and spin**: 0.0 kcal/mol
**Spin multiplicity**: 1
**HOMO energy**: -7.982 eV
**LUMO level**: 0.43 eV

---

Look up the HOMO-LUMO gap of the third one. 8.4 eV